[1]
{"formula": "C15H31BClFO6P", "method": "the ωB97M-V functional and the def2-TZVPD basis", "elements": ["C", "C", "C", "C", "O", "P", "C", "C", "C", "C", "O", "O", "C", "C", "O", "Cl", "C", "C", "C", "F", "B", "O", "O", "C", "C", "H", "H", "H", "H", "H", "H", "H", "H", "H", "H", "H", "H", "H", "H", "H", "H", "H", "H", "H", "H", "H", "H", "H", "H", "H", "H", "H", "H", "H", "H", "H"], "coordinates": [[6.427, -0.169, -0.107], [4.952, -0.705, 0.470], [3.821, 0.221, -0.272], [2.274, -0.184, 0.231], [1.393, 0.166, -0.808], [-0.236, 0.633, -0.470], [-0.461, -0.531, 1.034], [-0.294, -2.122, 0.861], [-1.690, -3.026, 0.806], [-2.710, -2.777, 2.063], [-3.963, -3.288, 1.953], [-2.432, -2.004, 3.284], [-0.053, 1.821, -1.974], [0.086, 1.173, -3.452], [-0.857, 1.371, -4.419], [1.589, 0.218, -4.099], [0.246, 2.167, 0.612], [-0.571, 2.475, 1.968], [-2.202, 2.471, 1.937], [0.020, 1.910, 3.243], [-1.002, -0.636, -1.724], [-0.247, -1.790, -2.305], [-2.392, -0.498, -2.287], [-3.418, -0.744, -1.278], [-4.555, 0.456, -1.436], [7.313, -0.890, 0.169], [6.718, 0.895, 0.338], [6.426, -0.033, -1.282], [4.985, -0.560, 1.635], [4.881, -1.824, 0.122], [3.937, 1.362, -0.001], [3.802, 0.081, -1.449], [2.176, 0.299, 1.289], [2.346, -1.362, 0.416], [-1.575, 1.093, -0.321], [0.178, -0.226, 1.990], [-1.587, -0.344, 1.387], [0.196, -2.525, 1.880], [0.513, -2.484, 0.058], [-1.303, -4.151, 0.933], [-2.203, -3.016, -0.259], [-1.472, -1.728, 3.357], [1.001, 2.362, -1.800], [-0.924, 2.614, -1.986], [1.384, 2.284, 0.816], [-0.018, 3.122, -0.067], [-0.346, 3.643, 2.164], [-2.651, 2.859, 2.969], [-2.722, 1.482, 1.617], [-2.528, 3.291, 1.132], [-0.877, -2.450, -2.729], [-3.896, -1.804, -1.510], [-3.047, -0.782, -0.169], [-5.415, 0.004, -2.096], [-4.070, 1.350, -2.037], [-4.944, 0.830, -0.396]], "nbo_charge": [-0.63, -0.42, -0.43, -0.05, -0.85, 1.08, -0.80, -0.43, -0.52, 0.78, -0.61, -0.70, -0.84, 0.55, -0.58, -0.10, -0.80, 0.21, -0.67, -0.43, 1.09, -1.00, -0.85, -0.07, -0.65, 0.20, 0.20, 0.21, 0.21, 0.21, 0.19, 0.23, 0.18, 0.15, -0.18, 0.24, 0.21, 0.18, 0.26, 0.24, 0.26, 0.50, 0.26, 0.25, 0.22, 0.22, 0.15, 0.22, 0.23, 0.22, 0.47, 0.17, 0.18, 0.20, 0.24, 0.21], "homo_lumo_gap_ev": 7.38, "multiplicity": 1, "homo_energy_ev": -4.58, "total_charge": -1, "lumo_ev": 2.8}



[2]
{"formula": "C15H31BrP2Pb", "method": "the ωB97M-V functional and the def2-TZVPD basis", "elements": ["P", "P", "C", "C", "H", "H", "H", "H", "C", "H", "H", "H", "C", "H", "H", "H", "C", "H", "H", "H", "C", "H", "H", "H", "Pb", "C", "C", "C", "C", "C", "C", "C", "C", "C", "H", "H", "H", "H", "H", "H", "H", "H", "H", "H", "H", "H", "H", "H", "H", "Br"], "coordinates": [[1.865, 1.281, 0.515], [-0.046, -2.079, -0.253], [2.320, -0.518, 0.339], [1.558, -1.324, -0.747], [2.167, -0.978, 1.325], [3.394, -0.620, 0.119], [1.409, -0.769, -1.695], [2.186, -2.208, -1.001], [0.292, -3.239, 1.061], [-0.628, -3.415, 1.627], [1.102, -2.886, 1.710], [0.595, -4.181, 0.586], [-0.490, -3.078, -1.726], [0.119, -4.003, -1.657], [-0.245, -2.496, -2.643], [-1.576, -3.298, -1.667], [2.945, 2.054, 1.778], [2.357, 2.929, 2.098], [3.892, 2.398, 1.322], [3.145, 1.399, 2.654], [2.921, 1.752, -0.995], [2.648, 1.197, -1.914], [3.981, 1.529, -0.738], [2.801, 2.836, -1.159], [0.562, 0.639, 3.469], [-2.696, -1.027, -1.132], [-1.691, -1.096, -0.119], [-1.262, 0.209, 0.662], [-1.159, 1.586, -0.086], [-0.361, 1.662, -1.366], [-0.503, 0.857, -2.434], [-1.837, 0.442, -2.997], [-3.006, 0.077, -2.006], [-1.180, 2.198, 3.730], [-3.295, -1.924, -1.271], [-2.045, -1.819, 0.664], [-0.265, -0.015, 1.088], [-1.903, 0.340, 1.556], [-2.200, 1.880, -0.262], [-0.729, 2.378, 0.582], [0.580, 2.338, -1.319], [0.356, 0.581, -3.061], [-1.637, -0.380, -3.692], [-2.208, 1.299, -3.597], [-3.290, 0.971, -1.447], [-3.884, -0.207, -2.622], [-2.123, 1.728, 4.007], [-1.292, 2.790, 2.813], [-0.916, 2.894, 4.550], [-0.729, -0.681, 5.349]], "nbo_charge": [0.82, 1.36, -0.73, -0.74, 0.22, 0.22, 0.26, 0.23, -0.99, 0.26, 0.25, 0.24, -0.95, 0.22, 0.25, 0.27, -0.98, 0.24, 0.23, 0.24, -0.92, 0.23, 0.21, 0.23, 1.05, -0.50, -0.45, -0.40, -0.47, -0.20, -0.19, -0.44, -0.41, -1.15, 0.19, 0.21, 0.15, 0.22, 0.23, 0.22, 0.20, 0.19, 0.19, 0.21, 0.17, 0.22, 0.23, 0.20, 0.22, -0.58], "homo_lumo_gap_ev": [4.53, 4.53], "de_lowest_kcal_mol": 35.5, "multiplicity": 1, "homo_energy_ev": [-5.29, -5.29], "lumo_ev": [-0.8, -0.8]}



[3]
{"formula": "C15H31BrP2Sn", "method": "the ωB97M-V functional and the def2-TZVPD basis", "elements": ["P", "P", "C", "C", "H", "H", "H", "H", "C", "H", "H", "H", "C", "H", "H", "H", "C", "H", "H", "H", "C", "H", "H", "H", "Sn", "C", "C", "C", "C", "C", "C", "C", "C", "C", "H", "H", "H", "H", "H", "H", "H", "H", "H", "H", "H", "H", "H", "H", "H", "Br"], "coordinates": [[-0.334, -0.195, -2.237], [-0.640, -0.902, 0.848], [-1.776, -1.396, -1.710], [-2.153, -1.069, -0.272], [-1.493, -2.474, -1.731], [-2.572, -1.260, -2.448], [-2.751, -0.146, -0.174], [-2.721, -1.888, 0.184], [-0.078, -2.626, 0.993], [0.726, -2.712, 1.736], [0.315, -3.004, 0.038], [-0.921, -3.242, 1.305], [-1.723, -0.859, 2.398], [-2.282, -1.806, 2.441], [-2.445, -0.027, 2.380], [-1.144, -0.796, 3.325], [-0.184, -0.193, -4.097], [0.850, 0.072, -4.394], [-0.839, 0.599, -4.453], [-0.474, -1.133, -4.592], [-1.452, 1.275, -2.249], [-1.825, 1.481, -1.252], [-2.287, 1.075, -2.933], [-0.892, 2.148, -2.607], [0.935, -2.448, -2.393], [0.995, 0.945, 3.277], [1.132, 0.027, 2.268], [2.045, 0.356, 1.077], [1.704, 1.690, 0.375], [0.261, 2.056, 0.290], [-0.797, 1.803, 1.127], [-0.876, 2.449, 2.461], [0.498, 2.336, 3.203], [2.710, -1.221, -2.782], [1.499, 0.629, 4.199], [1.166, -1.022, 2.611], [2.040, -0.451, 0.336], [3.067, 0.327, 1.461], [2.389, 2.468, 0.779], [2.052, 1.584, -0.662], [-0.023, 2.626, -0.629], [-1.789, 1.557, 0.672], [-1.672, 2.014, 3.086], [-1.069, 3.512, 2.271], [1.187, 2.996, 2.692], [0.406, 2.711, 4.234], [3.406, -1.435, -1.959], [2.569, -0.143, -2.964], [3.053, -1.687, -3.717], [2.210, -4.604, -1.813]], "nbo_charge": [0.72, 1.19, -0.71, -0.69, 0.25, 0.26, 0.24, 0.27, -0.98, 0.26, 0.26, 0.28, -0.95, 0.26, 0.24, 0.24, -0.94, 0.27, 0.26, 0.27, -0.96, 0.20, 0.26, 0.25, 1.04, 0.02, -0.18, -0.43, -0.54, 0.05, -0.05, -0.47, -0.50, -1.20, 0.27, 0.25, 0.24, 0.27, 0.30, 0.28, 0.27, 0.25, 0.26, 0.30, 0.26, 0.28, 0.24, 0.21, 0.25, -0.44], "homo_lumo_gap_ev": [3.39, 3.37], "de_lowest_kcal_mol": 140.7, "multiplicity": 1, "homo_energy_ev": [-13.24, -13.26], "total_charge": 2, "lumo_ev": [-9.8, -9.9]}



[4]
{"formula": "C15H31Cl21FO9P2S", "method": "the ωB97M-V functional and the def2-TZVPD basis", "elements": ["O", "C", "O", "C", "C", "O", "P", "Cl", "C", "P", "O", "O", "O", "O", "C", "S", "O", "O", "F", "H", "H", "H", "H", "H", "H", "H", "H", "H", "H", "H", "C", "Cl", "Cl", "H", "H", "C", "Cl", "Cl", "H", "H", "C", "Cl", "Cl", "H", "H", "C", "Cl", "Cl", "H", "H", "C", "Cl", "Cl", "H", "H", "C", "Cl", "Cl", "H", "H", "C", "Cl", "Cl", "H", "H", "C", "Cl", "Cl", "H", "H", "C", "Cl", "Cl", "H", "H", "C", "Cl", "Cl", "H", "H"], "coordinates": [[-1.704, -2.434, 3.047], [-0.888, -2.267, 2.196], [0.188, -3.134, 2.046], [-0.913, -1.091, 1.245], [-1.694, -1.459, -0.008], [-3.048, -1.724, 0.101], [-3.993, -0.587, -0.792], [-3.247, 1.095, 0.472], [-4.597, -1.832, -2.093], [-4.387, -3.578, -1.760], [-4.916, -4.375, -2.885], [-5.224, -4.003, -0.444], [-2.840, -4.012, -1.571], [-2.559, -0.232, -1.811], [-1.387, -0.614, -1.281], [-0.591, -1.571, -2.684], [0.432, -0.782, -3.303], [-1.573, -2.058, -3.582], [0.158, -2.840, -2.078], [0.034, -3.693, 1.272], [0.092, -0.786, 0.987], [-1.360, -0.264, 1.790], [-1.258, -2.439, -0.274], [-5.056, -0.824, 0.115], [-4.678, 0.415, -1.534], [-4.171, -1.605, -3.063], [-5.671, -1.677, -2.192], [-5.395, -4.945, -0.609], [-2.674, -4.222, -0.641], [-0.684, 0.203, -1.105], [-5.269, 3.908, 3.008], [-5.626, 2.199, 2.755], [-3.980, 4.480, 1.942], [-6.165, 4.483, 2.806], [-4.957, 4.049, 4.036], [-2.514, 3.779, -2.440], [-4.235, 3.528, -2.151], [-1.742, 4.630, -1.087], [-2.039, 2.812, -2.558], [-2.388, 4.372, -3.335], [-1.573, 3.132, -6.363], [-3.300, 2.882, -6.088], [-0.818, 3.977, -5.001], [-1.095, 2.167, -6.486], [-1.444, 3.730, -7.256], [3.141, -0.915, 2.129], [2.767, -1.547, 0.521], [1.723, -0.198, 2.922], [3.511, -1.737, 2.745], [3.898, -0.145, 2.025], [0.835, 2.560, 5.244], [-0.736, 2.693, 4.456], [1.489, 4.147, 5.695], [0.724, 1.966, 6.143], [1.528, 2.084, 4.562], [0.248, 6.860, 7.924], [0.884, 7.183, 9.544], [0.060, 8.348, 6.989], [0.936, 6.206, 7.404], [-0.720, 6.384, 8.019], [1.389, -1.244, -6.462], [1.306, 0.362, -7.205], [0.540, -2.461, -7.428], [2.429, -1.537, -6.380], [0.933, -1.195, -5.481], [6.285, -3.240, 2.604], [4.593, -3.621, 2.956], [7.015, -2.254, 3.878], [6.836, -4.168, 2.513], [6.326, -2.687, 1.672], [3.426, -4.648, -6.217], [4.234, -3.126, -5.816], [4.050, -5.346, -7.717], [3.595, -5.350, -5.410], [2.366, -4.455, -6.337], [9.151, 0.920, 4.685], [8.527, 1.178, 3.051], [8.124, -0.172, 5.622], [10.141, 0.486, 4.613], [9.193, 1.875, 5.193]], "lowdin_charge": [0.15, -0.51, 0.03, -0.12, -0.41, -0.29, 0.38, 0.22, -0.32, 0.40, -0.32, -0.14, -0.14, -0.34, -0.39, 0.69, -0.30, -0.25, -0.19, 0.11, 0.04, 0.09, 0.11, 0.01, -0.01, 0.06, 0.06, 0.08, 0.07, 0.13, -1.04, 0.49, 0.48, 0.02, 0.02, -1.09, 0.50, 0.48, 0.01, -0.08, -0.99, 0.53, 0.57, 0.00, 0.02, -1.00, 0.55, 0.61, -0.09, 0.03, -1.03, 0.52, 0.52, 0.03, -0.03, -1.04, 0.49, 0.50, -0.04, 0.03, -1.02, 0.51, 0.52, -0.06, -0.01, -0.97, 0.58, 0.48, 0.02, 0.03, -1.01, 0.54, 0.50, 0.02, -0.01, -1.01, 0.50, 0.47, 0.02, 0.02], "homo_lumo_gap_ev": 7.72, "multiplicity": 1, "homo_energy_ev": -6.21, "total_charge": -1, "lumo_ev": 1.5}